Here is 2 unconnected molecules or ions with the total composition C31H36N3O in a non-equilibrium geometry from OMol25. Energies are from the ωB97M-V functional and the def2-TZVPD basis.

Geometry as XYZ:
```
71
Properties=species:S:1:pos:R:3:forces:R:3
C -5.8411 -0.7357 -2.3088 0.330 -0.260 -0.094
N -5.3561 -1.0276 -0.9502 -0.025 0.624 -0.276
C -5.8662 -2.2539 -0.4105 -0.466 -0.842 0.656
C -5.5165 -3.4976 -0.9776 0.033 0.495 0.300
C -6.0444 -4.6815 -0.4602 -0.147 0.212 0.050
C -6.9647 -4.6319 0.5946 0.171 0.190 -0.057
C -7.3367 -3.4019 1.1489 0.101 -0.092 -0.145
C -6.7926 -2.2175 0.6497 0.406 0.008 -0.386
C -4.0410 -0.6010 -0.6339 -0.095 -0.305 0.034
C -3.8330 0.1521 0.5419 0.057 -0.224 -0.062
C -2.5781 0.6453 0.8326 0.323 0.182 0.095
C -1.4488 0.3755 -0.0018 -0.299 0.055 -0.330
C -0.1591 0.8405 0.4142 0.026 -1.211 0.092
C 1.1036 0.2388 0.1215 0.485 -0.250 0.266
C 2.2865 0.9152 0.5639 -0.387 0.225 -0.074
C 3.5493 0.4822 0.2224 0.083 -0.166 -0.142
C 3.7214 -0.6882 -0.5485 -0.114 0.206 -0.222
N 5.0413 -1.0817 -0.9046 0.351 0.638 -0.052
C 5.4856 -0.6648 -2.2425 -0.304 0.016 -0.044
C 5.5819 -2.3178 -0.4305 0.120 -0.827 0.417
C 5.3032 -3.5374 -1.0717 -0.054 0.246 0.448
C 5.7963 -4.7316 -0.5396 0.192 0.189 -0.001
C 6.6411 -4.7026 0.5769 -0.166 0.155 -0.042
C 6.9638 -3.4864 1.1920 -0.082 -0.125 -0.191
C 6.4318 -2.2987 0.6957 -0.449 0.059 -0.429
C 2.5787 -1.4082 -0.9672 -0.222 -0.022 0.345
C 1.3100 -1.0240 -0.5363 -0.060 0.327 -0.405
C -1.6872 -0.3678 -1.2017 0.070 -0.210 0.332
C -2.9485 -0.8741 -1.4901 0.154 0.332 0.021
H -5.5294 0.2767 -2.6001 -0.071 -0.320 0.049
H -5.4557 -1.4740 -3.0337 -0.201 0.321 -0.032
H -6.9408 -0.7823 -2.3188 0.427 -0.003 0.102
H -4.8237 -3.5161 -1.8250 -0.204 -0.077 0.315
H -5.7419 -5.6404 -0.8896 -0.172 0.338 0.158
H -7.3895 -5.5563 0.9845 0.106 0.239 -0.084
H -8.0583 -3.3603 1.9695 0.266 -0.051 -0.311
H -7.0783 -1.2440 1.0575 0.076 -0.354 -0.113
H -4.6849 0.3619 1.1972 0.364 -0.113 -0.311
H -2.4322 1.2308 1.7444 -0.006 -0.113 -0.323
H -0.1461 1.7006 1.0921 -0.033 -0.127 -0.164
H 2.1757 1.7942 1.2025 -0.011 -0.096 -0.360
H 4.4340 1.0465 0.5275 -0.295 -0.315 -0.015
H 6.5489 -0.9076 -2.3816 -0.402 0.054 0.194
H 4.8973 -1.1799 -3.0221 0.239 0.227 -0.025
H 5.3573 0.4218 -2.3477 0.011 -0.295 -0.051
H 4.6700 -3.5369 -1.9642 0.222 -0.093 0.306
H 5.5212 -5.6821 -1.0041 0.204 0.317 0.153
H 7.0444 -5.6334 0.9732 -0.109 0.217 -0.089
H 7.6287 -3.4597 2.0604 -0.258 -0.064 -0.341
H 6.6572 -1.3351 1.1620 -0.080 -0.358 -0.159
H 2.7146 -2.2701 -1.6360 -0.152 0.243 0.680
H 0.4550 -1.6888 -0.6958 0.380 0.334 -0.149
H -0.8506 -0.5391 -1.8844 -0.434 0.080 0.160
H -3.1097 -1.5010 -2.3754 0.090 0.456 0.311
C -0.1353 5.1748 3.5068 0.033 0.157 -0.179
C 0.4486 5.8284 2.2487 0.027 -0.013 0.055
C 0.7202 4.8930 1.0710 0.495 -0.090 -0.017
C 1.3476 5.7330 -0.0603 -0.223 -0.384 0.587
O 1.4730 4.8723 -1.1828 0.580 0.391 -0.541
N -0.4114 4.0753 0.6491 -0.592 0.206 0.431
H -0.2319 5.9350 4.2925 -0.022 -0.264 -0.123
H -1.1339 4.7605 3.3095 0.298 0.006 0.130
H 0.5287 4.3804 3.8794 -0.266 0.162 -0.108
H -0.2019 6.6503 1.9029 0.084 -0.249 0.135
H 1.4162 6.2944 2.5026 -0.326 -0.091 -0.058
H 1.4657 4.1362 1.3801 0.202 0.493 -0.019
H 0.7071 6.6067 -0.3101 0.372 -0.360 0.208
H 2.3383 6.0487 0.3201 -0.385 0.163 -0.365
H 2.0065 5.3382 -1.8496 -0.362 -0.380 0.258
H -1.3020 4.5591 0.7795 0.332 -0.152 -0.417
H -0.2792 3.7707 -0.3106 -0.235 0.334 0.015
```
Positions in Å, forces in eV/Å.

Calculated values
Largest force on an atom = 1.2 eV/A
Net charge = +1
Frontier orbital gap = 0.21820 Eh
Relative energy (zero: lowest compared OMol25 entry of this formula, charge and spin) = 277.6 kJ/mol
E = -39241.1062 eV
HOMO = -11.1 eV
Multiplicity = 1


Here is a molecular structure, C31H36N4STl in a non-equilibrium geometry from OMol25. Energies are from the ωB97M-V functional and the def2-TZVPD basis.

Geometry as XYZ:
```
73
Properties=species:S:1:pos:R:3:forces:R:3
Tl 0.2797 -0.0382 0.8346 1.421 -0.977 0.925
N -1.6325 0.4659 4.0269 -0.590 0.059 0.836
N -2.1491 0.7931 0.3345 0.172 0.736 -0.929
C 1.0358 -2.1953 -0.2828 -0.197 -0.552 0.750
C -0.1852 -2.6275 0.3247 0.939 -0.167 0.304
C -0.0461 -2.5090 1.7406 0.567 0.135 -0.644
C -1.0782 -2.8040 2.7771 0.043 -0.231 0.259
H -2.0534 -3.0190 2.3403 -0.040 -0.001 -0.088
H -1.2165 -1.9875 3.4950 0.058 -0.018 -0.153
H -0.7806 -3.6918 3.3428 -0.096 -0.092 0.121
C 1.2612 -2.0010 2.0252 0.152 -0.652 -0.899
C 1.7618 -1.6180 3.3808 0.339 -0.521 0.028
H 2.2558 -2.4757 3.8384 0.127 -0.092 0.263
H 0.9652 -1.3104 4.0571 -0.189 -0.008 -0.036
H 2.4961 -0.8124 3.3560 0.044 -0.002 -0.124
C 1.9471 -1.8174 0.7649 -0.563 -0.615 0.383
C 3.2841 -1.1629 0.5730 0.167 -0.626 0.127
H 3.5196 -0.4070 1.3221 -0.128 -0.034 0.174
H 3.3896 -0.6754 -0.3965 -0.118 -0.029 -0.154
H 4.0496 -1.9346 0.6380 0.408 0.030 -0.062
C -1.4145 -3.0710 -0.3983 -0.027 -0.275 -0.043
H -1.4314 -4.1626 -0.4661 -0.170 -0.114 -0.096
H -1.4673 -2.6893 -1.4211 0.120 0.073 0.038
H -2.3397 -2.7688 0.1007 0.056 0.070 0.067
C 1.3003 -2.0798 -1.7500 0.207 -0.232 -0.087
H 1.9846 -1.2620 -2.0003 0.007 -0.026 0.124
H 0.3988 -1.9099 -2.3415 -0.103 -0.036 0.101
H 1.7610 -3.0036 -2.1104 0.051 -0.010 -0.254
C -1.4667 1.1736 5.1526 0.114 1.105 -0.956
H -1.4671 0.6361 6.1183 0.108 0.113 -0.658
C -1.2905 2.5779 5.1441 -0.139 -0.468 0.658
H -1.1695 3.1113 6.0951 -0.053 -0.183 -0.440
C -1.2751 3.2505 3.9102 -0.239 -0.728 -0.651
H -1.1513 4.3376 3.8580 0.139 -0.426 0.031
C -1.4682 2.5092 2.7438 -0.236 0.651 0.780
H -1.4418 2.9573 1.7577 -0.044 0.188 0.060
C -1.7706 1.1229 2.8311 0.117 -0.270 -0.631
C -2.0689 0.3261 1.6874 -0.613 -0.410 0.875
H -2.3770 -0.7113 1.8383 0.087 0.444 -0.010
C -1.1269 0.4421 -0.5479 -4.444 0.010 -2.635
C -3.1054 1.5389 -0.3393 -0.561 -0.205 1.932
H -3.9377 1.9290 0.2581 0.282 -0.144 -0.693
C -2.7512 1.6278 -1.6230 1.031 -0.155 -0.235
H -3.2170 2.0864 -2.4518 -0.352 0.517 -0.574
N -1.5081 0.9704 -1.7433 -0.090 0.447 -0.853
C -0.8020 0.7060 -2.9701 0.009 -0.377 0.491
C -1.3448 -0.1902 -3.8943 0.272 0.277 -0.498
C -0.6237 -0.4774 -5.0647 0.088 0.305 0.210
H -1.0686 -1.1296 -5.8250 0.166 0.125 0.341
C 0.6441 0.0766 -5.2947 -0.279 0.163 0.396
C 1.3800 -0.1869 -6.5799 0.043 -0.029 -0.087
H 2.4531 -0.3040 -6.3940 -0.159 -0.029 -0.085
H 1.2554 0.6423 -7.2907 0.004 -0.151 0.148
H 0.9987 -1.0956 -7.0555 0.133 0.105 0.006
C 1.2017 0.9038 -4.3145 -0.595 -0.213 0.110
H 2.1872 1.3462 -4.4802 -0.222 -0.164 0.135
C 0.4976 1.2035 -3.1350 -0.042 0.142 -0.528
C 1.1352 2.0509 -2.0889 0.572 0.610 0.000
H 0.4445 2.7502 -1.5971 0.107 -0.373 -0.056
H 1.9457 2.6462 -2.5350 -0.202 -0.086 0.047
H 1.6228 1.4395 -1.3097 -0.399 -0.032 -0.126
C -2.6812 -0.8170 -3.6580 -0.533 -0.441 -0.143
H -3.4979 -0.1193 -3.9044 0.189 -0.216 0.151
H -2.8259 -1.1604 -2.6222 0.151 0.281 -0.260
H -2.7887 -1.6971 -4.3078 -0.038 0.236 0.128
S 3.2147 3.2014 2.3992 -0.564 -0.642 0.892
C 2.2692 2.5040 3.7306 -0.462 -0.821 -0.146
C 1.4377 1.4921 3.3024 1.157 1.940 -1.598
N 1.5068 1.3540 1.9185 3.560 2.711 2.051
C 2.4643 2.0915 1.3205 -1.573 -0.776 0.936
H 2.3055 2.8262 4.7627 0.358 0.300 -0.159
H 0.7133 0.8815 3.8502 0.420 0.460 -0.115
H 2.6524 1.9507 0.2426 0.076 0.414 0.827
```
Positions in Å, forces in eV/Å.

Calculated values
Largest force on an atom = 5.2 eV/A
Net charge = -1
Frontier orbital gap (spin up / spin down) = 0.10781 / 0.10758 Eh
Relative energy (zero: lowest compared OMol25 entry of this formula, charge and spin) = 0.0 kJ/mol
E = -54213.9646 eV
HOMO (spin up / spin down) = -0.4 / -0.5 eV
Multiplicity = 1


Here is a molecular structure, C31H37CaF5N3OSTe in a non-equilibrium geometry from OMol25. Energies are from the ωB97M-V functional and the def2-TZVPD basis.

Geometry as XYZ:
```
80
Properties=species:S:1:pos:R:3:forces:R:3
Ca -0.0563 0.6512 -0.8259 0.586 -0.521 -0.071
C 3.3949 -3.0535 3.1208 0.004 -0.007 -0.015
C 2.0372 -3.1520 2.4193 -0.001 -0.005 -0.004
C 1.5514 -4.6031 2.4009 0.002 0.003 0.002
C 1.0239 -2.2221 3.0697 0.021 -0.021 -0.004
C 0.7751 -2.3683 4.4300 -0.016 0.019 0.014
C -0.0565 -1.4966 5.1093 0.014 -0.010 -0.016
C -0.6356 -0.4474 4.4180 0.006 0.018 -0.010
C -0.4251 -0.2697 3.0555 -0.045 0.056 0.023
C -1.0656 0.9322 2.3897 -0.003 0.045 -0.057
C -0.3634 2.2295 2.7954 -0.025 0.009 0.013
C -2.5747 1.0093 2.6212 0.000 0.021 0.009
C 0.3826 -1.1852 2.3648 0.286 -0.056 -0.067
N 0.6181 -1.0498 0.9665 -0.982 0.140 -0.284
C 0.2112 -2.0582 0.2497 -0.069 -0.138 0.266
C 0.3153 -2.2268 -1.1555 0.128 -0.029 -0.047
C 0.0518 -3.4173 -1.8499 -0.026 0.006 0.009
C 0.3482 -3.1613 -3.1843 0.015 0.012 -0.010
C 0.7580 -1.8141 -3.2436 -0.037 0.023 -0.031
N 0.7512 -1.2554 -2.0324 -0.174 0.267 0.266
C 1.1619 -0.9908 -4.4460 0.015 -0.017 0.001
C 0.2588 0.2452 -4.5442 0.009 0.008 0.005
C 1.0231 -1.8109 -5.7276 -0.010 0.004 -0.001
C 2.6180 -0.5380 -4.2814 0.006 -0.012 -0.004
H 4.1381 -3.6449 2.5814 0.000 0.002 0.001
H 3.3431 -3.4335 4.1443 -0.003 0.007 0.003
H 3.7439 -2.0221 3.1525 0.002 0.014 -0.006
H 2.1912 -2.8342 1.3894 0.009 0.004 0.013
H 1.4083 -4.9779 3.4178 -0.006 -0.003 0.001
H 2.2854 -5.2433 1.9068 0.001 -0.002 0.002
H 0.6021 -4.7052 1.8723 0.004 0.006 0.001
H 1.2604 -3.1728 4.9705 0.002 -0.001 0.002
H -0.2376 -1.6218 6.1697 -0.002 -0.002 0.000
H -1.2672 0.2558 4.9482 -0.006 0.000 0.003
H -0.9484 0.8272 1.3139 -0.066 -0.127 -0.019
H -0.4226 2.3710 3.8772 -0.002 0.009 -0.002
H -0.8434 3.0881 2.3159 0.014 -0.003 -0.014
H 0.6906 2.2070 2.5157 0.018 -0.009 0.010
H -2.8067 1.2065 3.6701 0.007 -0.018 0.009
H -3.0602 0.0797 2.3230 -0.004 0.003 -0.010
H -3.0049 1.8187 2.0268 -0.003 0.001 0.013
H -0.2923 -2.8848 0.7613 0.118 -0.095 -0.043
H -0.2911 -4.3449 -1.4153 -0.006 0.007 0.008
H 0.2738 -3.8531 -4.0085 0.000 0.008 -0.008
H -0.7961 -0.0336 -4.5559 -0.002 0.002 0.003
H 0.4874 0.8186 -5.4472 -0.004 -0.002 0.000
H 0.4241 0.9095 -3.6909 0.006 0.004 0.000
H -0.0099 -2.1303 -5.8809 0.000 -0.002 0.001
H 1.6538 -2.7012 -5.6900 0.000 0.000 -0.001
H 1.3293 -1.2147 -6.5909 0.001 0.001 0.001
H 2.7453 0.0282 -3.3578 0.000 -0.003 0.003
H 2.9248 0.0877 -5.1252 -0.004 0.004 0.002
H 3.2846 -1.4011 -4.2308 0.002 0.000 -0.002
C 0.4509 3.9094 -1.1241 0.004 0.006 0.001
C -1.0339 3.8258 -0.9097 -0.030 0.016 -0.028
C -1.7760 5.0050 -0.6795 0.002 -0.007 0.018
C -3.1189 4.9098 -0.4859 -0.003 0.004 -0.008
C -3.7587 3.6532 -0.5370 -0.019 0.012 0.025
C -5.1527 3.5320 -0.3461 0.012 0.000 -0.002
C -5.7206 2.2909 -0.4144 0.002 -0.006 -0.003
C -4.9369 1.1571 -0.6717 -0.007 -0.003 0.013
C -3.5642 1.2086 -0.8617 -0.031 -0.038 -0.022
S -2.6830 -0.2572 -1.1830 0.262 0.202 0.086
C -2.9567 2.5114 -0.7850 0.040 -0.025 0.028
N -1.6005 2.6363 -0.9471 0.072 0.122 0.051
H 0.7800 4.9456 -1.1805 -0.005 0.003 -0.007
H 0.7387 3.4179 -2.0566 -0.003 -0.008 0.005
H 1.0094 3.4242 -0.3212 -0.002 0.002 0.001
H -1.2654 5.9581 -0.6526 0.000 0.001 -0.003
H -3.7182 5.7935 -0.2963 0.001 0.001 0.001
H -5.7400 4.4210 -0.1515 -0.002 0.000 0.000
H -6.7881 2.1718 -0.2715 -0.001 0.001 0.002
H -5.4092 0.1847 -0.7253 -0.001 0.001 0.001
F 2.6866 0.6624 2.0957 -0.019 -0.376 -0.054
Te 3.5027 0.5693 0.4001 0.320 0.582 0.037
F 4.6317 0.6709 -1.0943 0.071 -0.083 0.095
F 3.1328 -1.1231 -0.2793 -0.333 -0.160 0.280
F 4.5050 2.0607 0.9431 -0.241 0.062 0.062
F 4.7614 -0.4111 1.3750 0.299 0.074 -0.219
O 2.1147 1.4466 -0.3232 -0.175 -0.004 -0.318
```
Positions in Å, forces in eV/Å.

Calculated values
Largest force on an atom = 1.0 eV/A
Net charge = -1
Frontier orbital gap = 0.25165 Eh
Relative energy (zero: lowest compared OMol25 entry of this formula, charge and spin) = 59.4 kJ/mol
E = -89428.5097 eV
HOMO = -4.7 eV
Multiplicity = 1


Here is a molecular structure, C31H37HgN5 in a non-equilibrium geometry from OMol25. Energies are from the ωB97M-V functional and the def2-TZVPD basis.

Geometry as XYZ:
```
74
Properties=species:S:1:pos:R:3:forces:R:3
Hg -0.5448 0.0266 -0.1286 1.044 0.837 1.123
N -1.2734 -2.1580 1.8301 -0.415 -0.581 0.666
N -0.4722 -2.3793 -1.4866 -0.670 -0.302 -2.240
C 1.5845 2.0094 -0.2977 0.272 -0.979 0.959
C 2.4558 0.9231 0.0313 -1.043 0.864 0.845
C 2.1140 0.4591 1.3349 -0.803 0.856 -0.776
C 2.6348 -0.7573 1.9985 0.187 -0.355 0.353
H 3.1608 -1.4051 1.2875 -0.005 0.043 0.130
H 1.8183 -1.3497 2.4366 0.135 0.046 -0.076
H 3.3286 -0.5069 2.8156 0.021 -0.187 -0.060
C 1.0142 1.2349 1.8092 0.492 -0.505 -0.827
C 0.3442 1.0875 3.1227 -0.086 0.128 0.641
H 0.9035 1.6287 3.9047 -0.203 -0.178 0.062
H 0.2540 0.0343 3.4243 0.111 0.183 -0.054
H -0.6735 1.4970 3.1069 0.132 -0.004 0.021
C 0.7235 2.2392 0.8261 -0.046 -1.112 -0.756
C -0.1721 3.4147 1.0063 -0.268 0.248 -0.056
H -0.9638 3.2335 1.7428 0.118 -0.011 -0.071
H -0.6762 3.6936 0.0703 0.111 0.024 0.122
H 0.4022 4.2894 1.3475 -0.141 -0.025 -0.038
C 3.3299 0.1687 -0.8944 0.100 -0.440 -0.313
H 4.3183 -0.0303 -0.4611 -0.032 0.062 -0.178
H 3.4478 0.6814 -1.8520 0.153 0.008 0.057
H 2.8746 -0.8137 -1.1143 0.188 0.072 -0.045
C 1.3825 2.6544 -1.6181 -0.121 0.475 -0.517
H 0.3065 2.6900 -1.8729 0.328 0.080 0.015
H 1.8564 2.0872 -2.4293 0.043 0.200 0.108
H 1.7485 3.6964 -1.6434 -0.041 -0.233 -0.190
C -2.0608 -2.5183 2.8559 -0.201 -0.759 -0.166
H -2.0975 -1.8067 3.6985 -0.168 -0.368 -0.402
C -2.7880 -3.7243 2.8783 0.409 0.696 0.169
H -3.4502 -3.9130 3.7227 0.107 -0.071 -0.254
C -2.6196 -4.6376 1.8314 0.094 0.344 -0.015
H -3.1673 -5.5785 1.8275 0.142 0.122 0.025
C -1.7300 -4.3215 0.8119 -0.227 0.865 0.462
H -1.4767 -5.0158 0.0071 -0.182 0.250 0.311
C -1.0877 -3.0444 0.8218 -0.660 -1.064 0.340
C -0.1360 -2.6817 -0.1815 1.497 0.889 1.350
H 0.9273 -2.7408 0.0543 -0.249 0.234 -0.094
C -0.5718 -1.0901 -1.9081 0.959 -1.736 -1.036
C -0.5810 -3.2577 -2.5787 0.131 0.964 1.215
H -0.5609 -4.3110 -2.4190 -0.033 -0.308 -0.093
C -0.6793 -2.4898 -3.6623 0.148 0.739 -0.745
H -0.8007 -2.7494 -4.6904 0.072 0.041 -0.346
N -0.5955 -1.1503 -3.2555 -0.306 -0.235 -0.196
C -0.4878 -0.0039 -4.1161 0.242 0.696 -0.199
C 0.7519 0.3546 -4.6893 -0.397 0.025 0.208
C 0.8200 1.5264 -5.4541 -0.415 -0.077 0.142
H 1.7783 1.8264 -5.8917 -0.355 -0.191 0.083
C -0.3007 2.3434 -5.6323 0.031 -0.235 0.041
C -0.2366 3.5538 -6.5261 0.022 0.236 -0.091
H -0.2694 4.4874 -5.9470 -0.010 -0.183 -0.050
H -1.0871 3.5808 -7.2231 0.237 -0.050 0.213
H 0.6885 3.5598 -7.1158 -0.193 -0.002 0.114
C -1.4895 2.0091 -4.9778 0.123 -0.140 0.049
H -2.3511 2.6793 -5.0376 0.251 -0.289 -0.148
C -1.6069 0.8310 -4.2340 0.301 0.117 -0.118
C -2.8955 0.4995 -3.5483 -0.537 0.248 0.083
H -3.3729 -0.4178 -3.9170 0.271 0.087 0.038
H -3.6030 1.3213 -3.7080 0.076 -0.196 0.060
H -2.7687 0.3934 -2.4651 -0.009 -0.156 -0.271
C 2.0114 -0.4409 -4.4783 0.457 -0.071 0.031
H 2.1615 -1.2177 -5.2425 -0.202 0.098 0.152
H 2.0631 -0.9234 -3.4960 -0.181 0.067 -0.164
H 2.8791 0.2325 -4.5481 -0.246 -0.176 0.025
N -3.3423 0.4288 1.4648 -0.659 1.104 -0.367
C -4.5143 1.1188 1.5384 1.015 0.219 -0.921
C -4.5423 1.9737 0.4331 -0.222 -0.310 0.715
C -3.3497 1.7465 -0.2591 0.208 -0.575 0.913
N -2.6066 0.8384 0.3997 -1.183 -0.054 0.111
H -3.0462 -0.3409 2.0684 0.155 0.387 -0.444
H -5.1906 0.9982 2.3667 -0.048 -0.165 -0.107
H -5.3190 2.6793 0.1748 0.083 -0.154 0.009
H -3.0258 2.1783 -1.2047 0.097 -0.069 0.463
```
Positions in Å, forces in eV/Å.

Calculated values
Largest force on an atom = 2.4 eV/A
Net charge = -2
Frontier orbital gap (spin up / spin down) = 0.05868 / 0.05865 Eh
Relative energy (zero: lowest compared OMol25 entry of this formula, charge and spin) = 0.0 kJ/mol
E = -44365.2069 eV
HOMO (spin up / spin down) = 2.7 / 2.7 eV
Multiplicity = 1